Entry 1:
Entry from the Open Molecules 2025 dataset: C40H35Cl5N5P2RhS as an isolated structure (wB97M-V/def2-TZVPD).

Structure (XYZ):
```
89
Properties=species:S:1:pos:R:3
H -5.386 4.657 -1.187
C 1.657 0.412 -1.973
C 1.227 2.532 1.655
C -2.375 -0.155 -1.374
C -3.126 1.152 -1.132
C 4.425 -2.240 3.308
C -0.326 0.366 5.167
H 3.333 -4.312 -0.465
H -1.550 0.354 -7.499
C 2.496 0.862 -0.937
C -3.282 -2.167 3.089
C -0.517 0.807 -3.800
C 0.122 4.663 2.000
C -4.586 1.031 -1.546
C -0.839 -0.463 -4.292
C 3.779 0.316 -0.775
H 3.357 -2.249 5.142
H -2.516 -4.148 2.777
H 1.027 -1.026 6.017
C 2.142 -0.544 -2.854
H 5.297 -2.804 3.600
C -1.378 -1.355 1.235
H 2.483 -2.169 0.425
C 3.413 -1.087 -2.677
H -0.828 -3.441 1.133
C -2.432 -3.101 2.513
C -0.581 1.908 -4.651
H -3.824 -0.089 3.217
C -0.385 0.836 3.896
H 2.263 1.818 -0.444
S -5.630 2.336 -0.851
H -2.091 0.636 1.612
C -1.214 -0.621 -5.616
H -3.787 3.905 -1.034
Rh 1.522 0.473 1.223
H 1.914 -5.646 -1.989
C 4.221 -0.681 -1.620
C -4.778 3.802 -1.477
N 2.867 -1.023 2.280
H -1.467 -1.605 -5.993
C 2.350 -3.952 -0.748
H -4.693 1.029 -2.633
C 1.878 -2.746 -0.242
C 1.555 -4.699 -1.603
H -4.706 3.769 -2.566
H -0.983 2.603 -6.641
C 0.137 3.370 1.470
H 4.637 -1.623 1.205
C 4.086 -1.649 2.131
C -0.943 1.744 -5.983
H 5.206 -1.114 -1.491
H -2.770 -0.928 -0.720
C -3.166 -0.819 2.762
H -3.083 1.418 -0.077
N -0.891 -0.110 -1.204
H -2.567 -0.467 -2.403
C -1.263 0.483 -6.463
H -1.062 1.560 3.471
Cl 1.186 6.675 3.445
C -1.477 -2.702 1.587
P -0.028 1.159 -2.089
H -2.645 1.950 -1.702
Cl -1.248 2.807 0.620
H -1.175 -2.692 -1.727
Cl 3.635 1.936 2.623
H -0.342 -4.835 -2.607
C 2.291 4.274 2.975
H -0.346 2.896 -4.268
C 2.278 3.011 2.406
C 1.204 5.114 2.758
C 0.289 -4.242 -1.955
C -0.184 -3.040 -1.455
Cl 3.614 4.765 3.939
N 0.735 -0.513 5.201
C -2.204 -0.412 1.854
N 0.624 0.256 3.165
H -0.788 -1.330 -3.640
H 4.438 0.721 -0.015
N 3.393 -1.962 4.178
H 1.547 -0.854 -3.702
H -0.940 0.572 6.027
C 0.615 -2.285 -0.595
C 1.286 -0.553 3.979
P -0.104 -0.779 0.108
H -4.033 -2.488 3.801
H 3.780 -1.823 -3.385
H -5.023 0.107 -1.157
Cl -1.229 5.680 1.750
C 2.482 -1.226 3.514
```

Computed properties:
total charge	+2
frontier orbital gap	5.2	eV
ΔE to the lowest compared entry with this formula, charge and spin	116.2	kJ/mol
HOMO level	-12.19	eV

=====

Entry 2:
Entry from the Open Molecules 2025 dataset: C40H35F12N3O6STi as an isolated structure (wB97M-V/def2-TZVPD).

Structure (XYZ):
```
98
Properties=species:S:1:pos:R:3
F 1.028 1.249 3.284
H 2.895 -4.202 0.766
F 3.836 -2.097 -0.074
C 1.424 -6.274 -0.089
C -3.579 1.620 -1.590
C -1.258 1.540 2.681
N 1.593 0.773 -1.091
H -3.020 3.494 -0.705
C 4.191 3.213 -2.781
O 4.147 1.007 -0.846
C -2.823 0.343 4.246
H -1.895 -3.324 1.316
H -3.109 0.870 -2.241
C -0.570 3.652 -1.199
C 4.296 3.973 -3.932
C -2.116 -2.291 -1.881
Ti 0.455 0.238 0.659
H 5.049 3.044 -2.145
C -0.048 1.976 3.582
C -1.849 0.242 3.260
O 2.567 2.637 0.128
C -1.331 -1.054 2.915
F -2.397 3.294 3.966
H -1.427 -3.114 3.526
C -4.724 0.132 -0.199
N -0.512 -0.778 -0.919
C 1.987 3.566 -4.424
H 3.722 5.973 -5.816
F 3.505 -0.856 3.843
H 2.361 5.099 -6.522
H -3.194 1.323 4.513
H -2.919 3.439 -2.485
H -4.813 -1.494 6.323
C 3.326 4.978 -6.030
C 3.891 -1.952 1.258
H -5.717 0.545 -0.436
F -3.512 2.380 2.346
H -4.567 1.876 -2.006
C -0.836 -3.517 1.219
F -0.277 1.833 4.902
C -1.700 -1.440 -0.889
F 1.441 -1.431 4.022
C 0.292 -0.973 -2.029
H -1.591 -3.231 -3.778
C -0.410 -4.724 0.698
C 2.059 -1.330 -4.155
H -0.570 4.359 -2.043
S 2.870 1.679 -0.916
F -1.895 3.731 1.914
H 2.150 -6.774 0.556
H -3.961 -0.073 6.920
H 0.626 -2.730 -4.923
C 2.971 2.640 -2.439
C 1.442 -2.777 1.421
C -0.045 -1.866 -3.071
H 3.309 0.120 -3.180
H -0.931 4.164 -0.302
H 1.124 3.683 -5.071
C 1.870 2.806 -3.267
F 0.293 3.267 3.392
O -1.372 2.525 -1.484
C -1.295 -2.548 -2.991
H -5.204 0.102 5.689
F 4.512 -3.068 1.745
C -1.844 -2.132 3.685
C 2.459 -1.695 1.828
H 0.441 3.310 -1.002
C 1.843 -4.000 0.896
F 4.713 -0.935 1.518
H 1.908 -6.100 -1.053
C 2.578 -1.723 3.390
C -2.813 -1.978 4.651
C 1.477 -0.213 -2.104
H -2.304 -1.252 -0.009
O -0.826 1.465 1.392
H -3.078 -2.781 -1.774
H 5.251 4.419 -4.193
O 2.134 -0.467 1.355
H -4.726 -0.239 0.825
C 0.060 -2.504 1.581
H 2.765 -1.486 -4.962
C 2.369 -0.411 -3.151
C -2.272 2.736 2.729
F 2.952 -2.951 3.834
H -3.151 -2.854 5.198
H 4.005 4.500 -6.740
C 0.869 -2.031 -4.129
C 3.194 4.162 -4.770
C -3.350 -0.732 4.947
H 0.932 2.327 -3.017
C 0.940 -4.986 0.517
H 0.593 -6.961 -0.256
N -0.369 -1.234 1.980
C -4.383 -0.537 6.023
H -4.526 -0.707 -0.880
H -1.148 -5.461 0.397
C -2.729 2.869 -1.559
O -3.731 1.114 -0.287
```

Computed properties:
total charge	-2
frontier orbital gap (spin up / spin down)	3.8 / 5.9	eV
ΔE to the lowest compared entry with this formula, charge and spin	22.9	kJ/mol
2S+1	3
HOMO level (spin up / spin down)	0.25 / -1.81	eV

=====

Entry 3:
Entry from the Open Molecules 2025 dataset: C40H36AuBrIN3O3PSe2 as an isolated structure (wB97M-V/def2-TZVPD).

Structure (XYZ):
```
88
Properties=species:S:1:pos:R:3
N 2.105 -0.476 -1.927
H -2.508 -0.247 -1.808
C 5.674 -2.115 -3.458
H 7.353 -1.296 -4.486
C -3.778 0.373 2.654
H -2.588 -0.280 -4.246
C 3.881 -0.552 4.025
C -3.814 4.569 -0.704
H 2.783 -0.684 -2.647
H -3.726 -2.531 6.981
C -3.495 1.596 3.247
C -5.758 2.294 2.861
C 6.727 -0.023 -2.882
H -5.279 -0.847 1.697
H -4.271 3.506 3.817
H -0.487 -0.501 -5.565
H -4.122 -4.858 6.254
H -2.138 2.325 -2.594
H 7.493 0.720 -3.055
C -3.046 -2.206 3.685
H 5.834 1.039 -1.239
H 1.724 2.244 0.210
C 3.296 -1.654 3.404
H 1.073 2.589 1.840
C -3.213 -1.847 5.022
C 3.763 0.701 3.466
H 3.442 -3.741 -3.930
H 4.425 -0.673 4.952
C 2.488 -0.205 1.635
C -0.469 -0.455 -4.484
H 2.588 1.325 -4.544
C -2.879 3.066 -2.325
C 2.580 -0.420 -0.677
H -6.531 3.046 2.937
O 1.936 -0.650 -4.497
Au -0.283 -0.382 0.376
H 4.208 1.568 3.932
C 3.066 0.902 2.269
H 1.559 0.831 -5.915
Br -3.831 5.401 0.993
C 6.647 -1.151 -3.680
O 3.094 2.176 1.796
H -5.474 5.742 -1.362
C -0.370 -0.424 -1.671
C 2.343 0.508 -5.229
C -6.041 1.069 2.263
H -3.051 -0.824 5.343
C -3.818 3.480 -3.254
H -3.831 -5.485 3.886
C -2.879 3.600 -1.042
H -2.497 1.802 3.617
H -3.806 3.058 -4.250
C 0.740 -0.511 -3.826
C 4.821 -0.794 -1.632
C 1.934 2.708 1.172
P -2.529 -0.919 2.537
Se -0.499 -0.191 2.897
C -5.054 0.106 2.163
C -3.657 -4.466 4.203
C -4.491 2.554 3.356
C 4.766 -1.958 -2.416
C 5.805 0.155 -1.864
H 2.860 -4.584 -2.474
H 3.226 0.222 -5.793
C -4.761 4.437 -2.907
C 2.610 -1.470 2.224
H 2.126 3.768 1.032
I -1.449 2.906 0.312
C -1.583 -0.329 -2.359
H 5.641 -2.995 -4.081
C 0.798 -0.481 -2.422
H -3.119 -3.795 2.239
N 3.917 -0.619 -0.548
C -3.596 -2.804 5.943
C -4.755 4.984 -1.637
C 3.680 -4.013 -2.899
N 1.828 -0.132 0.367
H 4.593 -4.613 -2.874
C -3.820 -4.113 5.532
H -7.031 0.867 1.879
H -5.497 4.768 -3.626
Se -2.355 -1.668 0.472
H 3.377 -2.640 3.838
C -1.632 -0.340 -3.744
O 3.807 -2.855 -2.087
H 2.148 -2.307 1.717
C -3.262 -3.514 3.275
H 4.311 -0.362 0.344
```

Computed properties:
total charge	+1
frontier orbital gap	7.3	eV
ΔE to the lowest compared entry with this formula, charge and spin	26.1	kJ/mol
HOMO level	-10.77	eV

=====

Entry 4:
Entry from the Open Molecules 2025 dataset: C40H36ClN3O5PS2Zr as an isolated structure (wB97M-V/def2-TZVPD).

Structure (XYZ):
```
89
Properties=species:S:1:pos:R:3
H 0.178 -1.155 -3.495
H -2.523 0.442 -6.373
H -1.229 -7.609 -2.369
C 0.783 1.502 -1.556
C -3.218 -1.049 -3.398
C -3.478 -0.088 1.442
H 3.693 -5.304 -1.274
C -1.901 -1.291 -2.975
C 4.244 -2.525 1.449
H 3.120 5.706 -4.627
H 6.075 2.109 1.664
C 5.131 1.681 1.360
C 0.848 2.532 -2.204
H -4.414 -0.220 -4.957
C 0.906 3.730 -2.986
H -5.325 -1.350 -3.229
C 0.650 5.555 -7.417
H -1.202 4.098 -2.854
H -4.563 -0.852 -1.718
H 4.750 -2.230 2.348
Cl 0.468 -0.740 2.688
C 2.125 4.187 -3.488
N 3.277 -3.555 -0.233
O 0.988 -1.609 1.581
H 1.536 4.994 -7.121
H 1.957 2.483 0.547
C -1.253 -6.546 -2.179
C -1.715 -4.311 -2.895
O 0.218 0.536 1.932
H 0.605 -3.701 0.562
H -2.051 -3.629 -3.666
H -1.992 -6.039 -4.128
H 0.469 5.431 -8.480
C 3.786 -0.185 0.762
H -3.573 -3.679 0.001
H 4.051 3.550 1.308
C -0.259 4.452 -3.246
C 5.018 0.318 1.150
C -2.643 -0.417 0.376
C -4.433 -1.461 -2.615
C -3.553 -2.675 0.407
H -0.201 -0.047 -5.644
C -1.705 0.545 -0.282
P -1.412 -2.012 -1.372
N 3.662 -1.597 0.600
H 3.027 3.624 -3.287
C -0.204 5.613 -3.997
O 0.830 7.873 -7.983
N 2.715 0.569 0.548
H 2.012 -5.164 -0.691
C 1.011 6.060 -4.507
C 2.177 5.347 -4.240
C -1.043 -0.317 -5.023
O 1.454 -0.549 3.677
H 5.863 -0.343 1.264
H -4.372 -2.500 -2.295
S 2.151 -1.560 -1.705
C 4.017 2.482 1.157
H -1.666 1.504 0.253
S 1.083 7.567 -5.443
H -1.028 -3.533 1.172
C 2.843 1.888 0.742
C -0.850 -6.053 -0.946
H -1.999 0.770 -1.313
C -1.326 -3.809 -1.654
H 2.553 -4.194 -2.074
C -4.388 -2.325 1.454
C -0.834 -0.932 -3.801
C 2.855 -4.627 -1.124
C -0.350 -4.224 0.671
C 0.850 7.020 -7.144
C -0.866 -4.692 -0.661
Zr 0.414 -0.199 -0.228
H -0.191 5.168 -6.843
H -0.516 -6.741 -0.180
H 4.285 -4.719 1.264
C -2.680 -1.728 -0.116
C -4.339 -1.034 1.974
C 4.007 -3.741 0.923
C -3.403 -0.414 -4.623
H -3.456 0.916 1.847
C 3.029 -2.249 -0.406
O -0.742 -1.267 3.179
H -5.068 -3.053 1.873
H -1.104 6.178 -4.195
C -1.681 -5.671 -3.161
C -2.338 -0.045 -5.427
H -0.191 -5.069 1.339
H -4.981 -0.766 2.802
```

Computed properties:
total charge	+1
frontier orbital gap	7.6	eV
HOMO level	-10.65	eV

=====

Entry 5:
Entry from the Open Molecules 2025 dataset: C40H36ClN3Si2Sn as an isolated structure (wB97M-V/def2-TZVPD).

Structure (XYZ):
```
83
Properties=species:S:1:pos:R:3
H -0.170 -3.059 -10.361
C -1.665 -2.145 -0.756
C 1.726 -3.037 -6.997
H -1.761 -3.182 -1.065
Si 0.924 -0.419 -6.195
C -1.766 -2.247 -5.039
C -1.228 -1.717 0.532
H -0.033 2.613 -1.905
Sn 0.707 -0.606 -0.700
N 0.814 1.837 -0.192
H 2.327 1.389 -2.998
H 0.630 -4.006 -3.379
C 0.171 -0.878 -4.623
C 1.378 1.672 -8.057
H 2.035 -4.463 2.706
H -0.279 -1.049 -8.898
C -1.282 -0.269 0.554
H 2.219 -3.074 -6.032
C 2.347 -3.017 4.301
H 1.226 -5.017 -9.734
H -1.168 0.359 1.432
H -2.302 2.919 -8.182
C -1.350 4.525 -4.736
C 0.407 0.994 -7.291
H -1.450 -4.323 -4.647
C 1.015 2.972 -4.524
C -1.416 3.203 -4.273
H 1.893 3.581 2.505
H -0.445 4.357 -9.069
C 0.804 -1.919 -3.930
H 2.331 1.206 -8.277
C -2.039 -1.004 -1.505
C 2.113 -3.409 2.972
H -2.698 -2.418 -5.576
C 1.444 3.477 1.514
H -2.382 2.756 -3.985
C 1.323 2.139 1.032
C 2.337 -0.688 3.641
C 0.325 -1.909 -8.595
C 1.161 -4.145 -9.079
H -2.247 5.145 -4.722
C 1.030 -1.872 -7.378
H -2.490 -1.022 -2.490
N 1.787 1.128 1.853
H -1.068 -2.326 1.410
C -0.923 1.418 -7.430
H 1.804 -2.704 0.924
C 0.158 -3.150 -3.873
H 0.976 5.544 1.093
C -0.241 2.447 -4.165
H 1.986 4.652 -5.457
C 0.387 2.873 -0.933
C 0.424 4.203 -0.527
C -1.056 -3.330 -4.530
C 2.031 -1.079 2.326
H 1.828 -1.762 -3.560
Si 2.675 2.203 -4.218
C 1.976 -2.447 1.973
C -0.132 5.029 -5.220
H -2.139 1.163 -0.964
C 1.109 2.953 -8.564
H -0.289 1.445 -3.721
H 2.648 -1.347 5.664
C -0.221 3.397 -8.597
Cl 2.883 0.235 -5.562
C 0.951 4.511 0.741
H 2.444 -3.784 5.074
C -1.198 -0.970 -4.961
H 0.074 4.972 -1.218
H 3.743 3.141 -4.024
C -1.821 0.157 -0.716
C 2.461 -1.660 4.635
H -1.708 -0.075 -5.277
H -1.737 0.793 -7.052
C 1.029 4.253 -5.105
H 1.934 3.561 -8.954
H 2.436 0.375 3.850
N 1.712 -0.092 1.388
C 0.398 -3.024 -9.440
H -0.114 6.023 -5.690
C -1.257 2.611 -8.077
C 1.810 -4.143 -7.844
H 2.360 -5.024 -7.528
```

Computed properties:
frontier orbital gap (spin up / spin down)	6.1 / 4.7	eV
HOMO level (spin up / spin down)	-6.17 / -5.05	eV

=====

Computed E_tot (Eh) in order:
-5310.98767; -4607.27053; -10087.31472; -3730.91932; -2963.45877
Computed F_max (eV Å⁻¹) in order:
1.766; 0.559; 0.860; 0.509; 2.346